No. 1
The following is a DFT calculation (the ωB97M-V functional and the def2-TZVPD basis) of a structure of composition C26H76AgO14S12.

```
! RIJCOSX wB97M-V def2-TZVPD def2/J DEFGRID3
* xyz 0 2
Ag -7.2378 -9.6649 -21.0539
O -8.0184 -10.7234 -19.0210
C -7.0286 -10.3667 -18.1042
C -5.5697 -9.8139 -18.6301
O -5.5105 -8.6870 -19.5079
H -6.8611 -11.1282 -17.3425
H -7.4950 -9.5675 -17.5281
H -5.0433 -10.6973 -18.9914
H -4.9585 -9.5828 -17.7577
C -11.4897 -6.3774 -15.9312
S -12.2740 -7.6576 -16.9548
O -12.1205 -7.2780 -18.4027
C -10.8565 -8.8522 -16.7798
H -11.3686 -6.7612 -14.9182
H -12.0434 -5.4390 -15.9592
H -10.5131 -6.1569 -16.3621
H -9.9318 -8.5185 -17.2505
H -11.1178 -9.7984 -17.2536
H -10.5872 -9.1117 -15.7560
C -4.7555 -5.1180 -18.6863
S -3.3294 -4.1490 -17.9701
O -2.9113 -4.8160 -16.6358
C -2.0438 -4.6970 -19.1294
H -4.9676 -4.7568 -19.6927
H -5.6634 -4.9767 -18.1000
H -4.4265 -6.1568 -18.7149
H -1.1585 -4.8565 -18.5139
H -1.7863 -3.9141 -19.8427
H -2.2234 -5.6648 -19.5976
C -2.5371 -8.0339 -16.4418
S -0.8487 -8.7299 -16.7903
O -0.2020 -9.1071 -15.4146
C -1.5341 -10.3361 -17.3465
H -2.4192 -7.0175 -16.0663
H -3.1176 -8.5527 -15.6789
H -3.1781 -7.9102 -17.3147
H -2.0833 -10.6389 -16.4550
H -0.7936 -11.0907 -17.6117
H -2.2635 -10.2245 -18.1488
C -9.1895 -11.8076 -14.9819
S -7.4346 -11.9689 -14.3620
O -7.3943 -12.4069 -12.9305
C -6.7521 -13.3817 -15.2602
H -9.4952 -10.7808 -14.7810
H -9.9541 -12.5605 -14.7906
H -9.0037 -11.7063 -16.0512
H -6.9984 -13.2974 -16.3186
H -7.2688 -14.2748 -14.9088
H -5.6742 -13.4630 -15.1207
C -9.5713 -13.9392 -18.9363
S -9.4250 -14.9829 -17.4315
O -10.7387 -14.8612 -16.7150
C -9.5218 -16.5266 -18.4175
H -10.2830 -14.2309 -19.7087
H -8.6101 -14.0240 -19.4433
H -9.7286 -12.8922 -18.6774
H -10.2862 -16.3313 -19.1695
H -9.7475 -17.3954 -17.7992
H -8.5875 -16.7615 -18.9274
C -8.2808 -6.7970 -19.0270
S -9.2257 -5.2013 -19.1750
O -8.1919 -4.1124 -19.3751
C -10.0375 -5.4922 -20.7584
H -7.6239 -6.9146 -18.1652
H -7.5943 -6.6865 -19.8665
H -8.8783 -7.7051 -19.1068
H -9.3310 -5.4788 -21.5883
H -10.6724 -4.6494 -21.0316
H -10.5685 -6.4415 -20.6879
C -2.0376 -8.2920 -20.8601
S -0.9206 -9.6661 -21.3513
O -0.1130 -10.0829 -20.1212
C -2.1498 -10.9844 -21.6797
H -2.3110 -8.2728 -19.8052
H -2.9641 -8.3476 -21.4315
H -1.5813 -7.3370 -21.1208
H -2.5731 -10.8180 -22.6703
H -2.9991 -11.0546 -21.0001
H -1.6435 -11.9496 -21.6932
C -7.3908 -7.1914 -25.2613
S -7.7284 -7.0998 -23.4682
O -8.3496 -8.4495 -23.0247
C -5.9839 -7.1118 -22.8946
H -8.2896 -7.4889 -25.8015
H -6.6182 -7.9258 -25.4890
H -7.0133 -6.2236 -25.5916
H -5.3631 -6.3211 -23.3160
H -5.4012 -7.9705 -23.2282
H -5.9344 -7.0334 -21.8086
C -13.9844 -11.8007 -20.6850
S -12.1615 -12.1084 -20.5347
O -11.6676 -12.2769 -22.0191
C -11.6266 -10.3785 -20.0332
H -14.3949 -11.5297 -19.7122
H -14.3736 -12.7543 -21.0416
H -14.0910 -11.0129 -21.4307
H -12.2742 -10.0026 -19.2412
H -11.7292 -9.7302 -20.9034
H -10.5897 -10.4253 -19.7004
C -7.5658 -8.3464 -14.8842
S -6.1950 -7.3018 -14.2082
O -5.0704 -8.3209 -13.9527
C -5.6318 -6.3505 -15.7358
H -7.3052 -9.3879 -15.0729
H -7.9193 -7.9644 -15.8418
H -8.3798 -8.3438 -14.1592
H -6.2988 -5.5016 -15.8859
H -5.6617 -6.9664 -16.6346
H -4.6266 -5.9712 -15.5520
C -4.7443 -14.1066 -18.2783
S -3.2754 -14.9361 -19.0988
O -2.9790 -14.2636 -20.4458
C -1.9441 -14.5363 -17.9432
H -4.6096 -14.3931 -17.2353
H -5.6959 -14.5519 -18.5688
H -4.6714 -13.0220 -18.3584
H -1.6285 -13.4974 -17.8471
H -1.1107 -15.2011 -18.1706
H -2.1128 -14.9004 -16.9297
C -8.8985 -12.8001 -22.3406
S -7.1433 -12.5990 -22.7652
O -6.7245 -11.1165 -22.9356
C -6.3527 -13.1850 -21.1470
H -9.0896 -12.3989 -21.3452
H -9.2341 -13.8313 -22.2304
H -9.5253 -12.2997 -23.0787
H -6.7845 -12.6728 -20.2872
H -5.2636 -13.1501 -21.1216
H -6.6813 -14.1976 -20.9132
*
```

Output
Expectation value of S²: 0.760
Max |F| in eV/A: 3.240
Frontier orbital gap (alpha / beta) in eV: 8.304 / 5.528
Electronic energy in eV: -190865.543
HOMO (alpha / beta) in eV: -8.4289 / -8.4287
E_LUMO (alpha / beta) in Ha: -0.005 / -0.107

---

No. 2
The following is a DFT calculation (the ωB97M-V functional and the def2-TZVPD basis) of a cluster of 12 separate species, C26H77NO23 in total.

```
! RIJCOSX wB97M-V def2-TZVPD def2/J DEFGRID3
* xyz 0 1
C -2.4638 2.0493 0.0613
O -2.3794 2.0559 -1.3541
C -1.7677 3.1454 -1.8747
C -1.8177 3.0130 -3.4319
C -0.8437 2.0491 -4.1030
N -1.5557 4.2461 -4.1821
H -2.8407 1.1447 0.5386
H -3.2007 2.7827 0.3888
H -1.5981 2.3728 0.6392
H -2.2937 4.0742 -1.6537
H -0.7977 3.3963 -1.4454
H -2.8540 2.7642 -3.6608
H 0.1556 2.4818 -4.0539
H -1.0753 1.9532 -5.1638
H -0.9362 1.1199 -3.5407
H -0.5940 4.5214 -4.0426
H -2.1482 4.9229 -3.7227
O 3.0199 -2.9512 -1.4278
C 3.7175 -3.0000 -0.2139
C 4.8294 -4.1464 -0.2537
O 5.3378 -4.2701 1.0665
H 2.6256 -3.7814 -1.7049
H 4.2874 -2.0717 -0.1740
H 2.9166 -3.1593 0.5081
H 5.6359 -3.8281 -0.9142
H 4.5674 -5.1611 -0.5537
H 5.9411 -5.0028 0.9226
O 1.2904 4.7048 -3.6072
C 1.8195 4.8396 -2.2885
C 1.1502 6.0302 -1.5467
O 1.7665 7.3146 -1.8141
H 1.9768 4.4346 -4.2215
H 1.5922 3.9370 -1.7212
H 2.9093 4.8519 -2.2728
H 1.2720 5.9467 -0.4667
H 0.0756 6.0115 -1.7285
H 1.5648 7.5968 -2.7093
O -0.4378 0.0653 5.7901
C -1.5450 0.8929 5.5118
C -1.4707 1.2932 3.9996
O -2.7794 1.7464 3.5802
H -0.4312 -0.1199 6.7321
H -2.5384 0.4949 5.7188
H -1.4832 1.7404 6.1944
H -1.3969 0.3819 3.4062
H -0.6825 2.0450 3.9586
H -2.9118 2.5549 4.0806
O -6.9365 -0.9115 -2.4892
C -5.9494 -0.7114 -1.5077
C -4.7468 -0.0406 -1.9881
O -4.8975 1.2870 -2.5074
H -6.5092 -1.4094 -3.1900
H -6.3800 -0.2476 -0.6202
H -5.6325 -1.7164 -1.2291
H -4.3932 -0.5805 -2.8666
H -3.9861 0.0406 -1.2117
H -4.1461 1.8261 -2.2498
O -3.2785 -1.9852 0.8891
C -3.7184 -1.3967 2.1293
C -4.7425 -2.2351 2.8840
O -3.9002 -3.1867 3.5131
H -2.7269 -1.3953 0.3702
H -2.7980 -1.1937 2.6767
H -4.1153 -0.3817 2.1117
H -5.4956 -2.6890 2.2399
H -5.1732 -1.6680 3.7092
H -4.3395 -3.7060 4.1905
O -3.6148 -5.0139 -3.0391
C -3.2058 -4.7881 -1.6918
C -2.2118 -3.6222 -1.8015
O -1.4136 -3.5825 -2.9970
H -2.9003 -4.7509 -3.6238
H -3.9839 -4.6083 -0.9499
H -2.7364 -5.7361 -1.4291
H -1.7115 -3.6110 -0.8331
H -2.6937 -2.6509 -1.6897
H -1.7005 -2.9371 -3.6471
O 4.0273 2.1827 -2.4733
C 4.8919 2.7796 -1.5299
C 5.4317 1.8077 -0.4217
O 4.4959 1.7417 0.6512
H 3.4564 1.5212 -2.0758
H 5.7271 3.3060 -1.9919
H 4.3033 3.5554 -1.0403
H 6.3896 2.2448 -0.1399
H 5.6424 0.8199 -0.8317
H 4.8846 1.1530 1.3023
O 1.0284 1.4763 -0.5480
C 0.7773 0.1575 0.0920
C 0.2058 -1.0416 -0.8085
O -1.1349 -0.7392 -1.1261
H 1.1920 2.2296 0.0242
H 1.7312 -0.1734 0.5028
H 0.1046 0.2834 0.9404
H 0.3936 -2.0326 -0.3954
H 0.7022 -1.0658 -1.7786
H -1.1227 0.2124 -1.2521
O -0.0890 -7.4698 -3.0343
C 0.7989 -7.0869 -1.9636
C 0.5696 -5.7540 -1.3660
O 0.9772 -4.7412 -2.2667
H 0.3839 -8.0537 -3.6318
H 0.9293 -7.8015 -1.1509
H 1.7170 -6.9720 -2.5399
H 1.2355 -5.6657 -0.5076
H -0.4389 -5.6590 -0.9636
H 0.1782 -4.2240 -2.3918
O 3.4941 0.1006 3.8101
C 3.2043 -1.1078 4.4381
C 2.3217 -1.9529 3.5241
O 1.1532 -1.4014 2.9297
H 2.6734 0.5546 3.6054
H 4.1302 -1.6463 4.6400
H 2.6687 -0.9738 5.3779
H 2.0652 -2.8998 3.9993
H 2.9865 -2.1613 2.6859
H 0.3306 -1.7742 3.2552
O 2.2393 5.3542 4.2989
C 1.5492 4.5551 3.4095
C 2.5697 3.7648 2.5021
O 2.0048 3.2044 1.3013
H 2.6400 6.0097 3.7233
H 0.7514 3.9309 3.8119
H 0.9748 5.2257 2.7704
H 3.0720 3.0147 3.1129
H 3.4044 4.4205 2.2541
H 2.8075 2.9099 0.8646
*
```

Output
Energy relative to the best compared isomer or geometry (same formula, charge and spin) in kcal/mol: 121.8
Max |F| in eV/A: 3.160
SMILES string: COC[C@H](C)N.OCCO.OCCO.OCCO.OCCO.OCCO.OCCO.OCCO.OCCO.OCCO.OCCO.OCCO
Frontier orbital gap in eV: 9.257
Electronic energy in eV: -76783.780
HOMO in eV: -9.0208
E_LUMO in Ha: 0.009

---

No. 3
The following is a DFT calculation (the ωB97M-V functional and the def2-TZVPD basis) of a cluster of 12 separate species, C26H77NO23 in total.

```
! RIJCOSX wB97M-V def2-TZVPD def2/J DEFGRID3
* xyz 1 2
C 0.7086 -1.2110 -0.9573
C -0.3080 -0.0806 -0.5977
C -1.1758 -0.4690 0.5939
O -2.1910 0.6298 0.7958
C -3.3670 0.0180 1.3107
N 0.4186 1.0645 -0.2476
H 1.3867 -0.7974 -1.7038
H 0.1732 -2.0911 -1.3136
H 1.3593 -1.5345 -0.1449
H -1.0330 0.1093 -1.3891
H -0.6013 -0.6025 1.5106
H -1.6843 -1.4200 0.4354
H -3.1140 -0.1827 2.3518
H -3.8108 -0.8490 0.8213
H -4.1005 0.8165 1.1993
H -0.2426 1.8266 -0.2933
H 1.1698 1.2622 -0.8931
C -4.5650 -2.6723 5.7835
C -4.1883 -3.9441 6.7280
O -4.3920 -5.0521 5.8923
O -3.5750 -2.4069 4.8701
H -4.5027 -1.9269 6.5763
H -5.6145 -2.6115 5.4956
H -4.9544 -3.9131 7.5028
H -3.2296 -4.1490 7.2043
H -4.0531 -4.7702 5.0396
H -3.4120 -1.4638 4.7945
C -4.2923 -0.5059 -2.8819
C -3.3700 0.5665 -3.4658
O -2.2075 0.1024 -4.1924
O -3.3876 -1.3606 -2.2190
H -4.8976 -1.0577 -3.6011
H -5.0838 -0.1356 -2.2304
H -3.0533 1.1952 -2.6337
H -3.8984 1.1812 -4.1945
H -1.4677 0.7085 -4.1094
H -2.7832 -1.7105 -2.8777
C -0.4661 3.6656 -4.3814
C -0.7991 5.0770 -3.6986
O -2.1799 4.9071 -3.1664
O -0.5057 2.6752 -3.3678
H 0.4851 3.8452 -4.8825
H -1.1814 3.4178 -5.1656
H -0.8110 5.8211 -4.4951
H -0.1082 5.4772 -2.9566
H -2.1357 4.1884 -2.5316
H -0.0373 3.0722 -2.6298
C -1.2707 4.8626 0.2480
C -2.7651 4.2503 0.0027
O -2.7804 3.0985 -0.9119
O -0.2765 3.8307 0.3532
H -1.1941 5.5119 1.1201
H -1.0212 5.3653 -0.6864
H -3.4857 4.9743 -0.3779
H -3.1707 3.7254 0.8676
H -2.4436 2.4150 -0.3280
H -0.2392 3.4971 1.2526
C 0.0300 -5.3920 -4.2312
C 0.5646 -3.9554 -3.9913
O 1.3569 -3.6075 -5.0724
O -0.3986 -5.5891 -5.5842
H -0.8419 -5.5980 -3.6103
H 0.7052 -6.2117 -3.9860
H 1.0960 -3.8449 -3.0460
H -0.3135 -3.3124 -4.0500
H 1.3786 -2.6609 -5.2302
H 0.1222 -5.0202 -6.1557
C 4.3544 -3.8944 -2.3516
C 4.3987 -2.5179 -1.7296
O 4.8436 -2.4038 -0.3242
O 5.6146 -4.4860 -1.9734
H 4.2560 -3.6932 -3.4183
H 3.5997 -4.4626 -1.8079
H 3.4042 -2.0732 -1.7663
H 5.0201 -1.9756 -2.4422
H 5.0005 -1.4576 -0.2838
H 5.3526 -4.8403 -1.1205
C 2.0283 1.5154 3.0429
C 2.2206 1.4340 4.4901
O 1.9991 2.7406 5.1068
O 0.6205 1.4047 2.7645
H 2.5086 0.7394 2.4468
H 2.2334 2.5013 2.6258
H 3.1490 1.0825 4.9402
H 1.4700 0.6797 4.7265
H 2.4495 2.8093 5.9518
H 0.4503 1.2722 1.8291
C 0.2011 -2.6769 4.0839
C -0.6057 -4.0557 4.2044
O -1.8480 -4.0633 3.5992
O 1.2217 -2.6563 5.1822
H -0.4773 -1.8456 4.2757
H 0.6464 -2.6485 3.0894
H -0.5060 -4.4848 5.2014
H -0.0014 -4.8066 3.6953
H -2.4918 -3.5448 4.0874
H 1.8891 -3.3463 5.1853
C 3.2316 2.1787 -0.5145
C 4.1347 0.9553 -0.2065
O 4.9842 0.5975 -1.3569
O 2.6133 1.9682 -1.7997
H 3.7388 3.1401 -0.5962
H 2.7280 2.1533 0.4518
H 3.4986 0.0785 -0.0849
H 4.7158 1.0372 0.7121
H 5.8007 1.1020 -1.3787
H 3.3489 1.8245 -2.3995
C 3.0410 1.3496 -5.0987
C 2.6639 0.0086 -4.5090
O 1.9605 -0.8902 -5.3807
O 3.3262 1.0944 -6.5239
H 3.8972 1.7567 -4.5609
H 2.3068 2.1480 -4.9911
H 1.9618 0.3173 -3.7345
H 3.4937 -0.5641 -4.0950
H 2.1885 -0.6492 -6.2816
H 3.6117 1.9282 -6.9043
C -2.2651 2.2939 4.8278
C -1.2506 3.4100 5.1434
O -0.4532 3.7121 3.9615
O -1.5611 1.0787 4.8058
H -2.7281 2.5585 3.8772
H -3.0496 2.1599 5.5726
H -0.5214 3.1148 5.8979
H -1.8509 4.2669 5.4491
H 0.4766 3.5366 4.1236
H -1.0171 1.0401 4.0157
*
```

Output
Expectation value of S²: 0.755
Max |F| in eV/A: 5.387
Frontier orbital gap (alpha / beta) in eV: 9.187 / 3.098
Electronic energy in eV: -76774.877
HOMO (alpha / beta) in eV: -11.4535 / -11.4535
E_LUMO (alpha / beta) in Ha: -0.083 / -0.307